# 1
{"formula": "C37H37N4O3PPtSe3Te", "method": "wB97M-V/def2-TZVPD", "charge": 2, "multiplicity": 5, "lumo_energy_ha": [-0.224, -0.311], "e_tot_ha": -9809.36669, "relative_energy_kj_mol": 117.0, "max_force_ev_per_a": 1.1, "symbols": ["Pt", "Se", "Se", "Te", "Se", "C", "C", "O", "N", "C", "C", "C", "C", "C", "C", "N", "H", "H", "H", "H", "H", "H", "H", "H", "H", "H", "O", "P", "C", "C", "C", "C", "C", "C", "C", "C", "C", "C", "C", "C", "C", "C", "C", "C", "C", "C", "H", "H", "H", "H", "H", "H", "H", "H", "H", "H", "H", "H", "H", "H", "H", "C", "N", "N", "C", "O", "C", "C", "C", "C", "C", "C", "C", "C", "C", "H", "H", "H", "H", "H", "H", "H", "H", "H", "H", "H", "H"], "coordinates": [[-0.386120, 0.459006, -0.664842], [1.812412, -2.603391, 1.636039], [2.743407, -3.202740, 3.627002], [1.392919, -1.514334, 4.978364], [0.374890, -0.607803, 2.944674], [-3.908810, 2.743105, -2.963036], [-2.490277, 2.338074, -2.676178], [-2.145569, 1.948140, -1.564025], [-1.630855, 2.411345, -3.713877], [-0.279054, 1.874294, -3.615283], [-0.336835, 0.374599, -3.781666], [-0.242371, -0.202122, -5.040039], [-0.448672, -1.564527, -5.182935], [-0.781582, -2.304455, -4.060477], [-0.854704, -1.664355, -2.837254], [-0.611459, -0.357824, -2.691163], [-4.343234, 3.212745, -2.083474], [-4.475768, 1.834909, -3.178438], [-3.983243, 3.412599, -3.817832], [-1.978246, 2.678647, -4.618823], [0.111065, 2.127261, -2.629543], [0.342639, 2.330941, -4.382001], [-0.024177, 0.421147, -5.897273], [-0.366435, -2.035837, -6.153200], [-0.975548, -3.365692, -4.127285], [-1.101313, -2.205147, -1.935796], [-0.581276, 1.507561, 1.378169], [-2.051217, 1.788899, 1.634513], [-2.548238, 3.423283, 1.063599], [-3.760522, 3.977134, 1.470055], [-4.120756, 5.238418, 1.022597], [-3.267937, 5.945831, 0.187044], [-2.045572, 5.406272, -0.191866], [-1.683600, 4.142930, 0.245823], [-3.038304, 0.483113, 0.865531], [-4.364983, 0.621708, 0.480196], [-5.055351, -0.479228, -0.004743], [-4.419003, -1.709429, -0.116633], [-3.085690, -1.842075, 0.239805], [-2.385788, -0.744969, 0.730264], [-2.417660, 1.736375, 3.404513], [-3.693267, 1.445834, 3.881484], [-3.942048, 1.471543, 5.245247], [-2.924346, 1.786807, 6.134453], [-1.652781, 2.079221, 5.661107], [-1.397827, 2.055547, 4.298462], [-4.407189, 3.428850, 2.143249], [-5.065897, 5.670626, 1.322895], [-3.557186, 6.928796, -0.160740], [-1.379574, 5.975802, -0.826985], [-0.733258, 3.702951, -0.030402], [-4.860917, 1.582602, 0.545225], [-6.096003, -0.382392, -0.284857], [-4.978713, -2.571579, -0.454785], [-2.599279, -2.807184, 0.167191], [-1.390007, -0.875655, 1.145113], [-4.489116, 1.185952, 3.194296], [-4.934515, 1.245869, 5.611848], [-3.126267, 1.810827, 7.196866], [-0.863461, 2.342248, 6.353552], [-0.412034, 2.294266, 3.916070], [5.061312, -0.377135, -2.849100], [3.729116, -0.964596, -2.769670], [2.846815, -0.576206, -1.782744], [1.976581, -1.622114, -1.513290], [1.044783, -1.558069, -0.667536], [2.366104, -2.677716, -2.376145], [3.449173, -2.250024, -3.097412], [4.271977, -2.988263, -4.087466], [2.625298, 0.774821, -1.440631], [2.903676, 1.802654, -2.336506], [2.722055, 3.120173, -1.949049], [2.274648, 3.421052, -0.668074], [1.989294, 2.397192, 0.219205], [2.116860, 1.061331, -0.168955], [5.101187, 0.508987, -2.224397], [5.298481, -0.099405, -3.874478], [5.809933, -1.086165, -2.492558], [1.897574, -3.645176, -2.420143], [3.753363, -3.891817, -4.396119], [5.231697, -3.280003, -3.654876], [4.477927, -2.377846, -4.966333], [3.268829, 1.580754, -3.331177], [2.952207, 3.920206, -2.640245], [2.179162, 4.452356, -0.354930], [1.699455, 2.614910, 1.235792], [2.053687, 0.279426, 0.573933]], "atomic_forces_ev_per_a": [[-0.38, 0.29, -0.99], [0.46, -0.55, 0.05], [0.23, -0.38, -0.62], [-0.60, 0.60, -0.22], [0.14, 0.22, 1.00], [0.02, -0.03, 0.02], [-0.15, 0.16, -0.03], [-0.08, -0.06, 0.03], [0.24, -0.01, -0.03], [-0.21, -0.09, 0.11], [0.00, 0.07, -0.06], [0.00, -0.04, 0.04], [0.00, 0.04, 0.03], [-0.03, -0.01, -0.02], [-0.04, -0.06, -0.11], [0.29, 0.10, 0.42], [0.05, 0.02, 0.02], [-0.03, 0.02, 0.00], [-0.03, 0.01, 0.00], [-0.07, 0.02, 0.00], [0.11, 0.02, -0.05], [-0.01, 0.02, 0.00], [0.04, -0.01, 0.01], [-0.01, 0.00, -0.01], [-0.03, 0.01, 0.03], [0.05, 0.01, 0.04], [0.26, -0.25, -0.30], [-0.74, 0.19, 0.06], [0.05, -0.22, 0.20], [0.10, -0.03, -0.06], [-0.10, -0.03, -0.03], [-0.02, 0.03, -0.02], [-0.01, 0.01, -0.02], [0.07, -0.02, 0.06], [0.25, 0.20, 0.28], [0.00, -0.02, -0.11], [-0.03, 0.04, -0.02], [-0.01, 0.02, -0.01], [0.06, -0.03, 0.01], [-0.53, -0.22, 0.39], [0.10, -0.02, -0.24], [0.07, -0.07, -0.01], [-0.07, 0.00, 0.01], [-0.03, 0.00, -0.01], [0.08, 0.00, 0.03], [0.03, 0.04, -0.02], [-0.07, 0.07, 0.02], [0.01, 0.00, 0.03], [0.03, 0.01, 0.01], [0.02, -0.01, 0.01], [0.00, 0.03, -0.06], [0.02, 0.01, 0.02], [0.01, 0.00, 0.00], [0.04, 0.00, -0.07], [0.00, 0.00, 0.02], [-0.15, -0.11, -0.23], [-0.01, -0.04, 0.01], [0.01, 0.00, 0.02], [0.01, 0.00, 0.00], [0.00, 0.00, 0.00], [0.01, 0.05, 0.04], [0.25, -0.06, 0.07], [-0.14, 0.10, -0.30], [-0.17, -0.31, 0.35], [0.21, -0.02, -0.08], [0.20, -0.09, 0.21], [0.02, -0.07, 0.08], [-0.24, 0.08, 0.03], [0.16, 0.00, 0.04], [-0.01, 0.17, 0.14], [-0.05, -0.04, -0.12], [-0.01, 0.03, 0.07], [-0.02, 0.00, 0.01], [0.07, -0.11, -0.09], [0.74, 0.32, 0.07], [-0.01, 0.00, -0.03], [-0.07, 0.02, 0.00], [-0.03, 0.01, 0.02], [-0.01, 0.00, -0.04], [0.01, -0.01, 0.00], [0.00, -0.01, -0.01], [-0.03, 0.00, -0.01], [-0.04, -0.04, 0.00], [0.01, -0.03, -0.03], [0.00, 0.00, -0.01], [-0.13, 0.04, -0.01], [-0.10, -0.02, -0.03]]}

---

# 2
{"formula": "C37H38BaBr4N2O2P2Si2", "method": "wB97M-V/def2-TZVPD", "charge": -2, "lumo_energy_ha": 0.151, "e_tot_ha": -13276.22934, "max_force_ev_per_a": 1.7, "symbols": ["Ba", "C", "Si", "C", "C", "N", "P", "C", "P", "N", "Si", "C", "C", "C", "C", "C", "C", "C", "C", "C", "C", "C", "C", "C", "C", "C", "C", "C", "C", "C", "C", "C", "C", "C", "C", "C", "C", "C", "H", "H", "H", "H", "H", "H", "H", "H", "H", "H", "H", "H", "H", "H", "H", "H", "H", "H", "H", "H", "H", "H", "H", "H", "H", "H", "H", "H", "H", "H", "H", "H", "H", "H", "H", "H", "H", "H", "Br", "C", "C", "Br", "C", "Br", "C", "O", "C", "O", "C", "Br"], "coordinates": [[1.088757, -0.959994, -1.343897], [-3.206379, -2.633225, -0.283561], [-1.582961, -2.864670, 0.611736], [-1.970865, -3.574636, 2.304639], [-0.653968, -4.200449, -0.311636], [-0.817377, -1.420851, 0.744370], [-0.035125, -0.243034, 1.460608], [0.529199, 1.050622, 0.554936], [-0.386566, 1.730875, -0.668204], [-0.759477, 0.917936, -2.001960], [-0.964157, 1.161495, -3.652221], [-1.501979, -0.408968, -4.531348], [0.624090, 1.703398, -4.451178], [-2.299699, 2.428256, -3.966413], [-1.919900, 2.255122, 0.070300], [-3.101177, 1.550489, -0.123219], [-4.215231, 1.874372, 0.637261], [-4.149806, 2.891574, 1.576542], [-2.951285, 3.573226, 1.776212], [-1.841987, 3.233136, 1.045894], [0.475704, 3.207107, -1.240675], [1.867742, 3.245789, -1.198230], [2.523070, 4.342026, -1.721404], [1.801902, 5.402450, -2.239041], [0.417758, 5.366097, -2.277365], [-0.244739, 4.248637, -1.797300], [-1.128401, 0.302213, 2.735877], [-0.608247, 1.100763, 3.738992], [-1.421909, 1.437868, 4.792209], [-2.750125, 1.027078, 4.824552], [-3.274488, 0.278070, 3.786929], [-2.451757, -0.092284, 2.735313], [1.380084, -1.036327, 2.304359], [1.069005, -2.015708, 3.233599], [2.078160, -2.753286, 3.828842], [3.401292, -2.523458, 3.474375], [3.724228, -1.528414, 2.555970], [2.704457, -0.801549, 1.955401], [-3.658642, -3.601465, -0.506812], [-3.076381, -2.079549, -1.206896], [-3.908903, -2.079538, 0.336222], [-2.804545, -4.270599, 2.265235], [-2.223812, -2.778163, 2.996142], [-1.120168, -4.119918, 2.715147], [-1.249526, -5.109957, -0.288484], [0.288134, -4.433433, 0.196849], [-0.393105, -3.989089, -1.341112], [-0.732942, -1.181679, -4.512496], [-1.701866, -0.201577, -5.567874], [-2.395910, -0.844723, -4.089851], [1.469698, 1.027213, -4.250852], [0.898050, 2.672574, -4.036381], [0.530768, 1.793475, -5.523662], [-2.959661, 2.398535, -3.102580], [-2.878544, 2.251086, -4.859597], [-1.877777, 3.419501, -4.030629], [-3.132346, 0.759171, -0.864277], [-5.135222, 1.311384, 0.486266], [-5.011288, 3.147663, 2.178718], [-2.883712, 4.321878, 2.542581], [-0.880142, 3.713783, 1.198844], [2.397049, 2.395524, -0.788466], [3.602146, 4.357859, -1.715674], [2.337636, 6.264302, -2.611428], [-0.154047, 6.208917, -2.673533], [-1.323968, 4.169331, -1.828805], [0.440677, 1.398564, 3.695379], [-1.056495, 2.029664, 5.628282], [-3.384253, 1.303491, 5.656068], [-4.299005, -0.041264, 3.809738], [-2.812230, -0.687133, 1.913409], [0.043770, -2.206546, 3.495839], [1.863748, -3.532704, 4.554407], [4.188023, -3.126683, 3.931526], [4.748082, -1.334410, 2.264024], [2.933621, 0.000764, 1.262387], [5.945322, -5.959157, -1.047695], [5.206672, -4.263669, -1.164226], [5.871959, -3.131719, -0.779061], [7.598184, -3.208660, -0.131949], [5.259323, -1.891431, -0.918784], [6.127262, -0.238500, -0.462399], [4.018408, -1.697124, -1.544148], [3.630080, -0.479233, -1.750101], [3.283111, -2.939843, -1.957259], [2.162293, -3.001714, -2.602542], [3.901592, -4.162814, -1.660973], [2.861054, -5.624162, -2.249773]], "atomic_forces_ev_per_a": [[0.33, -0.71, -0.72], [-0.30, -0.25, 0.10], [-0.11, -0.25, 0.17], [-0.05, -0.41, 0.05], [0.36, -0.03, 0.38], [0.82, 0.31, -0.71], [0.18, 0.53, -1.35], [0.31, -0.39, -0.32], [0.40, -0.81, 0.28], [0.24, -0.49, -0.07], [-0.02, -0.20, 0.48], [0.17, -0.27, 0.53], [0.49, -0.05, 0.16], [-0.04, 0.01, 0.09], [-0.44, 0.08, -0.06], [0.04, 0.27, -0.12], [-0.33, -0.12, -0.08], [0.05, 0.03, 0.01], [-0.44, -0.19, 0.24], [0.21, 0.33, -0.13], [0.03, 0.09, 0.29], [-0.39, -0.08, -0.16], [0.19, -0.20, 0.09], [0.10, 0.36, -0.14], [-0.29, 0.32, -0.17], [0.06, 0.16, 0.08], [0.05, 0.00, 0.56], [0.13, -0.03, 0.27], [-0.23, 0.49, 0.78], [-0.14, 0.03, -0.02], [0.26, 0.06, 0.03], [-0.12, 0.18, 0.34], [-0.32, 0.25, -0.03], [0.45, -0.28, 0.39], [0.13, -0.16, -0.01], [0.47, 0.06, 0.08], [-0.14, -0.35, -0.08], [-0.05, 0.33, 0.25], [-0.10, -0.06, -0.10], [0.08, 0.11, -0.25], [-0.15, 0.15, 0.10], [-0.25, -0.20, 0.03], [-0.10, 0.16, 0.17], [0.11, -0.01, 0.01], [-0.14, -0.23, -0.11], [0.00, 0.03, 0.00], [0.00, 0.09, -0.37], [0.15, -0.08, 0.05], [-0.15, 0.15, -0.61], [-0.18, 0.00, 0.08], [-0.24, 0.06, 0.00], [0.10, 0.18, -0.04], [-0.01, 0.11, -0.49], [-0.23, 0.06, 0.09], [-0.26, -0.10, -0.40], [0.13, 0.45, -0.01], [0.04, 0.01, 0.04], [0.07, 0.13, 0.10], [-0.10, -0.04, 0.01], [-0.02, 0.32, 0.24], [-0.11, 0.04, 0.15], [0.08, 0.02, 0.14], [0.16, 0.10, -0.03], [-0.01, 0.13, -0.09], [0.21, -0.21, 0.04], [-0.07, 0.15, -0.02], [-0.27, -0.01, 0.02], [0.11, -0.02, -0.13], [0.00, 0.04, 0.11], [-0.40, -0.05, -0.01], [-0.07, -0.10, -0.05], [-0.29, -0.01, 0.04], [-0.13, 0.08, -0.06], [-0.14, 0.18, -0.14], [0.07, -0.07, 0.04], [-0.03, -0.02, -0.13], [0.68, -0.86, 0.22], [-0.92, -0.15, -0.07], [-0.18, 0.24, -0.03], [1.18, -0.22, 0.50], [-0.27, 0.37, -0.27], [0.04, -0.45, 0.09], [0.15, -0.14, -0.16], [-1.29, -0.62, -0.36], [0.38, -0.09, -0.11], [-0.18, 1.70, 0.26], [0.27, 0.65, -0.13], [0.23, -0.61, 0.12]]}